Run a
112
Properties=species:S:1:pos:R:3:mulliken_charge:R:1 method="wB97M-V/def2-TZVPD" total_charge=0 smiles=COCCOC.COCCOC.COCCOC.COCCOC.COCCOC.COCCOC.COCCOC gap_ev=9.385
C 4.14146 -3.02777 -4.09873 -0.50
O 3.13481 -2.28036 -4.69804 -0.42
C 2.22747 -1.71608 -3.81869 -0.40
C 2.81061 -0.74728 -2.80371 1.26
O 3.74984 0.13279 -3.36918 -0.46
C 3.16917 1.26191 -3.98907 -0.57
H 4.85343 -3.33624 -4.86133 0.32
H 3.77924 -3.93248 -3.58554 0.22
H 4.70176 -2.49781 -3.31789 0.12
H 1.62831 -2.46474 -3.26855 0.36
H 1.45268 -1.20011 -4.39712 0.27
H 3.26776 -1.31925 -1.98689 -0.98
H 2.04295 -0.19092 -2.25402 0.01
H 2.22946 1.53986 -3.49604 0.15
H 2.96844 1.07375 -5.04780 0.29
H 3.84718 2.10924 -3.88633 0.34
C 7.50601 -2.45080 0.09318 -0.74
O 6.23625 -2.99729 0.35115 -0.35
C 5.19005 -2.07144 0.10335 -0.62
C 3.87669 -2.74817 0.34481 -0.08
O 3.67347 -3.75138 -0.62133 -0.37
C 2.36221 -4.26424 -0.58165 -0.49
H 7.67660 -1.59433 0.75589 0.29
H 7.63545 -2.16857 -0.95743 0.29
H 8.22566 -3.23990 0.30778 0.26
H 5.29150 -1.65011 -0.90323 0.24
H 5.30548 -1.23764 0.81661 0.36
H 3.13111 -1.93676 0.30971 -0.07
H 3.82591 -3.23477 1.32647 0.66
H 2.04571 -4.57953 0.41784 0.34
H 2.34458 -5.11902 -1.25771 0.27
H 1.65317 -3.52372 -0.97552 -0.01
C -3.57745 2.39374 0.62378 -0.24
O -4.57695 3.34498 0.33534 -0.43
C -5.81813 3.11238 0.94992 -0.33
C -5.77107 3.18982 2.46596 0.07
O -7.04388 2.95156 2.99986 -0.36
C -7.05461 3.02695 4.40855 -0.70
H -2.70938 2.68355 0.03397 0.16
H -3.90021 1.41471 0.24431 -0.01
H -3.30619 2.28678 1.67241 0.28
H -6.22636 2.12572 0.67744 0.18
H -6.51325 3.85875 0.56587 0.31
H -5.32988 4.14273 2.80489 0.32
H -5.05210 2.45235 2.85871 -0.10
H -7.92482 2.47459 4.76106 0.25
H -7.12688 4.06918 4.73489 0.29
H -6.16677 2.56702 4.85707 0.29
C 1.27874 -0.50714 2.15365 -1.25
O 0.82079 -0.64230 0.82098 -0.04
C -0.57757 -0.47272 0.71220 -0.25
C -0.99096 -0.76412 -0.71384 -0.39
O -0.30204 -0.04867 -1.73115 -0.13
C -0.68209 1.29207 -1.83885 -0.49
H 2.29193 -0.11890 2.06413 0.36
H 1.16698 -1.47764 2.64425 0.36
H 0.70540 0.25081 2.70213 0.51
H -0.85402 0.53655 1.04359 0.27
H -1.09300 -1.23210 1.31688 0.34
H -2.06768 -0.71232 -0.88673 -0.02
H -0.67739 -1.79355 -0.92052 0.25
H -0.26695 1.91777 -1.03696 0.25
H -1.77814 1.40483 -1.79854 0.19
H -0.37370 1.69890 -2.80250 0.05
C -4.44637 -1.67463 -1.57883 -0.90
O -4.17807 -1.79672 -0.19520 -0.34
C -5.17285 -1.28236 0.62947 -0.23
C -4.72960 -1.40622 2.04912 -0.81
O -3.60802 -0.57922 2.30338 0.12
C -3.30871 -0.52107 3.68333 -0.95
H -3.64069 -2.14529 -2.13396 0.26
H -4.49499 -0.61338 -1.85648 0.31
H -5.40606 -2.14720 -1.81511 0.37
H -6.14224 -1.79261 0.50836 0.46
H -5.39242 -0.22439 0.40894 0.02
H -4.43598 -2.45411 2.23482 0.30
H -5.54416 -1.23268 2.76557 0.50
H -4.15053 -0.10251 4.24306 0.31
H -2.46840 0.17098 3.76982 0.27
H -2.98008 -1.48895 4.07344 0.30
C 2.43387 -0.61600 6.00223 -0.04
O 3.18286 0.57878 6.20432 -0.36
C 3.77004 0.67302 7.47279 -0.56
C 4.87046 -0.32556 7.72225 -0.53
O 4.36411 -1.54510 8.24568 -0.34
C 5.07956 -2.66891 7.82952 -0.74
H 3.11229 -1.46916 6.06598 0.15
H 2.00760 -0.55311 5.00568 -0.20
H 1.65543 -0.68534 6.76777 0.30
H 3.02654 0.63552 8.28043 0.33
H 4.23763 1.66101 7.51534 0.32
H 5.64660 0.05812 8.40224 0.46
H 5.43221 -0.50126 6.79377 0.36
H 4.54511 -3.60038 8.01650 0.24
H 6.04283 -2.74832 8.35849 0.31
H 5.30928 -2.67503 6.75433 0.33
C 0.05686 3.70375 -5.96064 -0.80
O -0.60179 2.62661 -5.33742 -0.23
C -1.97553 2.57182 -5.64412 -0.67
C -2.35709 2.39066 -7.09903 -0.51
O -2.29627 3.63584 -7.76955 -0.29
C -3.04497 3.68477 -8.96090 -0.74
H 1.04226 3.84131 -5.49870 0.20
H -0.43525 4.65191 -5.70906 0.37
H 0.21333 3.53809 -7.02408 0.30
H -2.46867 3.50605 -5.32616 0.41
H -2.39227 1.78393 -5.01627 0.36
H -3.38738 2.01440 -7.08930 0.49
H -1.69358 1.66906 -7.59135 0.31
H -3.47975 4.68421 -9.04874 0.23
H -3.86587 2.96354 -8.97748 0.33
H -2.41803 3.54298 -9.84799 0.26



Run b
112
Properties=species:S:1:pos:R:3:mulliken_charge:R:1 method="wB97M-V/def2-TZVPD" total_charge=0 smiles=COCCOC.COCCOC.COCCOC.COCCOC.COCCOC.COCCOC.COCCOC gap_ev=9.971
C -8.30569 3.75792 0.09839 -0.80
O -8.38259 5.04710 -0.39494 -0.26
C -7.11615 5.63535 -0.75771 -0.50
C -7.42414 6.84364 -1.59337 -0.63
O -8.41347 7.68010 -1.10258 -0.34
C -8.00063 8.41074 0.05729 -0.64
H -7.97962 3.05828 -0.67120 0.30
H -9.15521 3.36773 0.65890 0.27
H -7.51666 3.70372 0.84845 0.31
H -6.50758 4.92113 -1.31236 0.46
H -6.52813 5.86321 0.13134 0.35
H -7.97104 6.50878 -2.47477 0.27
H -6.57342 7.36197 -2.03575 0.42
H -7.86241 7.60795 0.78153 0.26
H -8.86010 9.00526 0.36702 0.25
H -7.08206 8.97993 -0.08546 0.27
C -23.55855 7.40790 -6.28997 -0.62
O -24.68502 7.91340 -7.04081 -0.37
C -24.36197 8.75743 -8.15184 -0.43
C -23.27329 9.84459 -7.96455 -0.35
O -23.55898 10.83213 -8.85510 -0.32
C -22.49055 11.76449 -8.89170 -0.82
H -22.78532 6.98943 -6.93425 0.29
H -23.92182 6.69041 -5.55422 0.25
H -23.08189 8.25658 -5.79941 0.23
H -25.29491 9.29529 -8.32039 0.28
H -24.20922 8.12665 -9.02757 0.31
H -22.28319 9.39349 -8.03010 0.33
H -23.38442 10.12110 -6.91609 0.27
H -21.56004 11.30034 -9.21855 0.32
H -22.22596 12.31015 -7.98598 0.32
H -22.58275 12.51521 -9.67656 0.32
C -22.65957 16.44912 4.27867 -0.74
O -22.17396 17.64212 4.85644 -0.31
C -21.06484 18.20983 4.26438 -0.56
C -20.73209 19.61854 4.79439 -0.49
O -20.11340 19.31403 5.98778 -0.29
C -19.67279 20.53057 6.58814 -0.75
H -23.14526 16.75846 3.35320 0.30
H -23.25609 15.84979 4.96647 0.26
H -21.86084 15.74613 4.04215 0.30
H -21.21771 18.26600 3.18662 0.41
H -20.17234 17.59707 4.39113 0.30
H -21.63103 20.21695 4.94239 0.35
H -20.01175 20.11736 4.14601 0.38
H -18.84602 20.91907 5.99347 0.31
H -19.17093 20.31086 7.53046 0.26
H -20.52530 21.20223 6.68909 0.29
C -21.44129 8.41897 6.37245 -0.80
O -20.34912 7.60811 6.14256 -0.29
C -19.12633 8.18445 6.49188 -0.35
C -18.01281 7.13026 6.31551 -0.64
O -17.72428 6.58300 4.98713 -0.36
C -18.45742 5.45256 4.60995 -0.60
H -22.10700 8.04309 7.14940 0.26
H -22.02693 8.41611 5.45315 0.24
H -21.24734 9.48552 6.48630 0.36
H -19.01272 8.51402 7.52463 0.36
H -18.86985 9.02004 5.84064 0.34
H -18.17316 6.30159 7.00522 0.37
H -17.13325 7.66613 6.67231 0.35
H -19.36705 5.83038 4.14316 0.21
H -18.55616 4.67865 5.37116 0.31
H -17.80709 5.03806 3.83965 0.23
C -28.42686 1.92489 -1.51627 -0.66
O -29.75635 1.61215 -1.98868 -0.32
C -30.29242 0.39195 -1.56413 -0.43
C -31.60347 0.05059 -2.30921 -0.64
O -31.52101 -0.26499 -3.69541 -0.35
C -31.86329 0.85218 -4.50154 -0.63
H -27.83380 1.01240 -1.57750 0.31
H -28.52554 2.41243 -0.54640 0.25
H -27.98618 2.70736 -2.13404 0.23
H -30.40481 0.40727 -0.48005 0.34
H -29.48143 -0.32566 -1.68833 0.35
H -32.36280 0.80921 -2.11940 0.37
H -32.09768 -0.83454 -1.90874 0.38
H -31.09622 1.62388 -4.56616 0.24
H -32.82105 1.29269 -4.22452 0.31
H -32.00849 0.36954 -5.46801 0.24
C -14.92689 12.71537 -8.38538 -0.77
O -13.56391 12.64460 -7.83429 -0.37
C -13.16893 11.27423 -7.92943 -0.58
C -13.92611 10.34657 -6.95347 -0.40
O -15.27842 10.04798 -7.34122 -0.32
C -16.04408 9.12745 -6.51938 -0.73
H -15.49156 13.47922 -7.85082 0.35
H -15.64558 11.90857 -8.24167 0.27
H -14.84807 12.77429 -9.47093 0.31
H -12.08401 11.22119 -7.83858 0.37
H -13.35069 10.90275 -8.93793 0.33
H -13.83824 10.83538 -5.98319 0.32
H -13.40873 9.38740 -6.93259 0.39
H -15.76085 8.11172 -6.79540 0.27
H -17.08015 9.40612 -6.71171 0.23
H -15.88039 9.15230 -5.44203 0.32
C -16.61435 10.23722 0.31489 -0.69
O -17.92424 10.70835 0.11046 -0.32
C -18.85023 9.59256 -0.05818 -0.27
C -20.30641 10.10386 -0.27199 -0.52
O -21.27365 9.03528 -0.67794 -0.33
C -22.16834 8.73525 0.45885 -0.67
H -15.96890 11.11055 0.40843 0.27
H -16.20767 9.64838 -0.50730 0.29
H -16.43898 9.62992 1.20289 0.27
H -18.87436 8.96435 0.83225 0.22
H -18.53431 8.97180 -0.89661 0.31
H -20.31228 10.82582 -1.08860 0.30
H -20.54355 10.68445 0.61951 0.32
H -22.48955 9.63662 0.98083 0.30
H -21.66644 8.06234 1.15413 0.24
H -23.10302 8.26018 0.16089 0.28



Run c
112
Properties=species:S:1:pos:R:3:mulliken_charge:R:1 method="wB97M-V/def2-TZVPD" total_charge=0 smiles=COCCOC.COCCOC.COCCOC.COCCOC.COCCOC.COCCOC.COCCOC gap_ev=9.798
C 0.63078 6.53444 0.04636 -0.46
O 0.40127 5.46674 -0.83340 -0.35
C 0.97810 4.24050 -0.33866 -0.25
C 0.68780 3.10946 -1.33751 -0.16
O -0.68754 2.83479 -1.55244 -0.13
C -1.35926 3.78137 -2.42093 -0.70
H 1.59724 6.67775 0.52959 0.33
H -0.02808 6.37440 0.89982 -0.12
H 0.35372 7.52269 -0.32065 0.31
H 0.59330 3.97681 0.64647 0.19
H 2.03608 4.35801 -0.10417 0.41
H 0.95063 2.16295 -0.86515 -0.20
H 1.26153 3.30734 -2.24293 0.31
H -2.26642 3.31061 -2.79979 0.22
H -0.90097 4.04515 -3.37408 0.34
H -1.61886 4.76562 -2.03111 0.20
C -4.99732 3.68482 -1.21554 -0.79
O -4.20346 4.63341 -0.62221 -0.35
C -3.82223 4.37952 0.68506 -0.03
C -2.99573 5.49212 1.26985 0.00
O -2.62335 5.09694 2.63639 -0.31
C -2.15811 6.18445 3.45337 -0.75
H -5.19536 4.13807 -2.18685 0.30
H -5.96812 3.56074 -0.73569 0.42
H -4.61973 2.67415 -1.37075 0.20
H -3.26727 3.44138 0.68665 -0.09
H -4.65762 4.18762 1.35841 0.42
H -3.51293 6.44331 1.14399 0.42
H -2.00281 5.64407 0.84664 -0.24
H -2.12620 5.95278 4.51798 0.26
H -2.89220 6.97121 3.27955 0.34
H -1.17225 6.58092 3.21053 0.22
C -1.82559 -11.40871 4.31947 -0.70
O -2.10120 -10.04569 3.77047 -0.33
C -1.06555 -9.15903 4.27052 -0.52
C -1.20694 -7.59115 3.95185 -0.53
O -1.61021 -7.29138 2.66351 -0.27
C -1.15830 -6.02459 2.27245 -0.89
H -1.92671 -11.45739 5.40368 0.28
H -0.82728 -11.69815 3.99127 0.31
H -2.51523 -12.09093 3.82241 0.25
H -0.22882 -9.50746 3.66507 0.31
H -0.98472 -9.28751 5.34990 0.34
H -0.23524 -7.22112 4.27892 0.35
H -1.89918 -7.15875 4.67430 0.34
H -0.10207 -5.78319 2.39167 0.39
H -1.68383 -5.19141 2.73906 0.33
H -1.33481 -5.92428 1.20151 0.33
C -2.32366 0.05791 -0.92526 -0.16
O -1.47125 -1.01519 -0.53214 -0.46
C -0.79421 -0.98565 0.71322 0.18
C 0.07237 -2.25374 0.96288 -0.41
O 0.86481 -2.66200 -0.11909 -0.44
C 1.86660 -1.74655 -0.51780 -0.36
H -2.90343 -0.17281 -1.81897 -0.07
H -1.57076 0.79020 -1.21679 0.12
H -2.82073 0.59830 -0.11965 0.27
H -1.67765 -0.99180 1.35164 0.62
H -0.12289 -0.16162 0.95490 -0.25
H -0.57894 -3.09229 1.20937 0.02
H 0.77947 -2.15075 1.78598 0.32
H 2.44568 -2.29287 -1.26232 0.22
H 2.55411 -1.59103 0.31360 0.22
H 1.53190 -0.77811 -0.88956 0.18
C 10.09204 0.32229 0.03097 -0.72
O 9.14831 0.15272 -1.02365 -0.40
C 7.88691 -0.40751 -0.60273 -0.18
C 8.01642 -1.93642 -0.60873 -0.51
O 6.70631 -2.54423 -0.44958 -0.38
C 5.88128 -2.60567 -1.70225 -0.58
H 10.64551 -0.56162 0.34798 0.28
H 9.66087 0.70361 0.95659 0.32
H 10.84871 1.01186 -0.34327 0.28
H 7.22220 -0.06766 -1.39693 0.22
H 7.43452 0.09498 0.25221 0.26
H 8.73346 -2.16340 0.18021 0.33
H 8.56172 -2.24677 -1.50004 0.34
H 6.40160 -3.09972 -2.52279 0.35
H 5.46164 -1.64761 -2.00901 0.21
H 5.02412 -3.22878 -1.44708 0.20
C 4.27806 1.68408 -0.53238 -0.91
O 3.14386 1.23407 0.25930 -0.10
C 3.47239 1.17977 1.66578 -0.89
C 2.29404 0.95746 2.62600 -0.30
O 1.21770 1.81668 2.33136 -0.20
C 0.02322 1.49949 3.02492 -0.78
H 4.18199 1.12291 -1.46188 0.31
H 5.28795 1.57172 -0.13793 0.35
H 3.94854 2.61898 -0.98567 0.29
H 4.17296 1.93653 2.01879 0.53
H 4.05907 0.26752 1.77407 0.42
H 2.70362 1.11907 3.62311 0.36
H 2.00377 -0.09317 2.62627 0.10
H -0.05608 1.97880 4.00066 0.32
H -0.10915 0.44259 3.25631 0.37
H -0.85761 1.84397 2.48309 0.14
C -8.26612 -0.33076 -3.67081 -0.76
O -7.17924 -0.33702 -4.56952 -0.34
C -5.86186 -0.48200 -3.91969 -0.34
C -4.71238 -0.27446 -4.93785 -0.34
O -4.69209 0.88777 -5.77288 -0.33
C -3.38036 1.14154 -6.12421 -0.47
H -8.34899 -1.34732 -3.28632 0.32
H -9.18073 -0.26766 -4.26040 0.28
H -8.32822 0.41003 -2.87365 0.28
H -5.73247 -1.31961 -3.23430 0.45
H -5.85057 0.32817 -3.19058 0.09
H -4.63835 -1.15280 -5.57904 0.30
H -3.83148 -0.30441 -4.29659 0.26
H -2.91116 1.48789 -5.20333 0.05
H -3.30652 2.03618 -6.74250 0.31
H -2.82974 0.32252 -6.58694 0.29



The relative energies come out as run a 0.0; run b 351.0; run c 400.4, with values in kJ/mol.



Run a
8
Properties=species:S:1:pos:R:3:mulliken_charge:R:1 method="wB97M-V/def2-TZVPD" total_charge=0 gap_ev="7.402 / 7.738"
N -0.38134 1.19677 -0.50421 -0.35
O -0.29292 -1.48742 -0.31885 -0.44
O 0.32263 0.92454 0.63801 -0.32
S 1.08191 -1.70036 2.30801 -0.18
S 1.09147 -1.11140 0.45410 0.43
H 0.01827 1.90592 -1.02756 0.21
H -1.41555 1.27745 -0.37299 0.24
H -0.42447 -1.00551 -1.17651 0.40



Run b
8
Properties=species:S:1:pos:R:3:mulliken_charge:R:1 method="wB97M-V/def2-TZVPD" total_charge=0 gap_ev=5.063
N 1.17289 -0.16833 -0.11881 -0.08
O -0.95758 0.77301 0.91460 -0.46
O 1.96128 0.41864 -1.08665 -0.72
S -2.93398 -1.10321 -0.15288 -0.09
S -2.32868 0.71854 0.31788 0.49
H 1.70350 -0.49582 0.70270 0.26
H 0.75975 -0.84560 -0.70561 0.25
H 0.62283 0.70278 0.12877 0.34



The relative energies come out as run a 0.0; run b 72.6, with values in kJ/mol.